(1)
This record from OMol25 describes a single C6H12O molecule. The level of theory is the ωB97M-V functional and the def2-TZVPD basis.

Element x y z (Å)
1 C 2.590 0.303 0.329
2 C 1.449 -0.483 -0.304
3 C 0.139 -0.435 0.506
4 C -1.104 -0.158 -0.360
5 C -2.427 -0.522 0.314
6 C -1.084 1.297 -0.793
7 O -2.052 2.015 -0.852
8 H 3.523 0.159 -0.224
9 H 2.752 -0.002 1.369
10 H 2.364 1.375 0.330
11 H 1.273 -0.101 -1.317
12 H 1.753 -1.527 -0.436
13 H -0.002 -1.383 1.035
14 H 0.195 0.336 1.291
15 H -0.988 -0.736 -1.292
16 H -2.791 -1.496 -0.014
17 H -2.317 -0.556 1.400
18 H -3.192 0.219 0.081
19 H -0.081 1.697 -1.062

Summary:
ΔE to the lowest compared entry with this formula, charge and spin = 0.5850 eV
SMILES string = CCC[C@@H](C)C=O
DFT total energy = -311.03777 Ha
strongest force on any atom = 0.0081 Eh/bohr
HOMO energy = -9.7 eV
total charge = 0


(2)
This record from OMol25 describes 2 unconnected molecules or ions with the total composition C6H12O. The level of theory is the ωB97M-V functional and the def2-TZVPD basis.

Element x y z (Å)
1 C 1.422 -0.748 2.742
2 C 0.902 0.192 1.748
3 C 0.871 0.044 0.419
4 C 0.591 1.158 -0.470
5 C -0.116 0.796 -1.566
6 C -0.714 1.855 -2.495
7 H 1.535 -1.820 2.310
8 H 0.748 -0.880 3.481
9 H 2.301 -0.319 3.279
10 H 0.765 1.106 2.279
11 H 1.315 -0.927 0.053
12 H 0.694 2.102 -0.043
13 H -0.110 -0.244 -2.033
14 H -0.783 2.832 -2.126
15 H -0.162 2.051 -3.456
16 H -1.750 1.554 -2.701
17 O -2.493 -3.204 -0.209
18 H -2.756 -2.232 -0.059
19 H -2.258 -3.315 -1.152

Summary:
ΔE to the lowest compared entry with this formula, charge and spin = 2.6324 eV
SMILES string = C/C=C/C=C/C.O
DFT total energy = -310.96253 Ha
strongest force on any atom = 0.0879 Eh/bohr
HOMO energy = -8.3 eV
total charge = 0


Among the records above, which one has the lowest ΔE to the lowest compared entry with this formula, charge and spin?
number 1


What is the total charge in the first record?
0